# 1
DFT (ωB97M-V/def2-TZVPD) results for a single C25H50O2 molecule.

Values from the calculation:
Orbital gap = 11.09 eV
DFT total energy = -30833.4425 eV
HOMO level = -10.307 eV
Total charge = 0

Geometry (Å):
C1 -4.0870 -1.5360 -1.8876
C2 -2.7354 -2.1711 -2.1893
C3 -1.6686 -1.7415 -1.1853
C4 -0.3152 -2.3831 -1.4805
C5 0.7523 -1.9786 -0.4670
C6 2.0964 -2.6419 -0.7583
C7 3.1529 -2.2851 0.2844
C8 4.4941 -2.9523 -0.0149
C9 5.5081 -2.8249 1.1240
C10 5.8503 -1.3891 1.5240
C11 6.5484 -0.6019 0.4173
C12 6.8596 0.8384 0.8303
C13 5.6324 1.7529 0.8341
C14 5.2062 2.1744 -0.5714
C15 3.9186 3.0007 -0.5778
C16 2.6608 2.1487 -0.4173
C17 1.3993 3.0070 -0.3593
C18 0.1273 2.1633 -0.3339
C19 -1.1267 3.0182 -0.1677
C20 -2.4007 2.1797 -0.2396
C21 -3.6491 3.0091 0.0535
C22 -4.9505 2.2447 -0.1901
C23 -5.1259 1.0505 0.7438
C24 -6.4632 0.3478 0.5122
C25 -6.5267 -0.9748 1.2292
O1 -5.6066 -1.7304 1.3924
O2 -7.7630 -1.2479 1.6676
H1 -4.8355 -1.8699 -2.6035
H2 -4.4183 -1.8081 -0.8881
H3 -4.0157 -0.4517 -1.9454
H4 -2.4170 -1.8921 -3.1972
H5 -2.8338 -3.2587 -2.1641
H6 -1.5649 -0.6544 -1.2084
H7 -1.9921 -2.0211 -0.1802
H8 -0.4239 -3.4705 -1.4722
H9 0.0109 -2.0939 -2.4829
H10 0.4208 -2.2614 0.5350
H11 0.8734 -0.8930 -0.4806
H12 1.9639 -3.7265 -0.7807
H13 2.4452 -2.3336 -1.7472
H14 3.2741 -1.2007 0.3049
H15 2.8048 -2.6026 1.2704
H16 4.9101 -2.5342 -0.9333
H17 4.3231 -4.0170 -0.1954
H18 6.4270 -3.3392 0.8307
H19 5.1093 -3.3402 2.0019
H20 4.9382 -0.8758 1.8283
H21 6.5088 -1.4234 2.3963
H22 7.4821 -1.1100 0.1637
H23 5.9266 -0.5921 -0.4774
H24 7.3028 0.8273 1.8291
H25 7.6029 1.2566 0.1469
H26 5.8626 2.6531 1.4095
H27 4.8060 1.2495 1.3358
H28 5.0622 1.2929 -1.1988
H29 6.0126 2.7639 -1.0147
H30 3.9612 3.7412 0.2245
H31 3.8480 3.5451 -1.5227
H32 2.5884 1.4558 -1.2596
H33 2.7272 1.5538 0.4958
H34 1.3728 3.6697 -1.2279
H35 1.4339 3.6365 0.5331
H36 0.0560 1.5943 -1.2644
H37 0.1832 1.4465 0.4892
H38 -1.0858 3.5319 0.7958
H39 -1.1505 3.7832 -0.9477
H40 -2.4856 1.7434 -1.2379
H41 -2.3254 1.3614 0.4781
H42 -3.6192 3.3521 1.0902
H43 -3.6415 3.8951 -0.5864
H44 -4.9736 1.8983 -1.2262
H45 -5.7915 2.9293 -0.0534
H46 -5.0674 1.3860 1.7812
H47 -4.3290 0.3257 0.5806
H48 -7.3073 0.9624 0.8253
H49 -6.5773 0.1313 -0.5541
H50 -7.7859 -2.1142 2.1047

***

# 2
DFT (ωB97M-V/def2-TZVPD) results for a molecular structure, C25H51AsB2F4N5O4SSi4Ti.

Values from the calculation:
Orbital gap (alpha / beta) = 7.40 / 7.36 eV
2S+1 = 3
DFT total energy = -180922.9557 eV
⟨S²⟩ = 2.014
HOMO level (alpha / beta) = -10.136 / -10.872 eV
Total charge = +1

Geometry (Å):
Ti1 1.5515 -0.0118 0.2645
C1 4.0756 -2.3628 -2.5458
C2 3.1761 -1.8874 -1.4551
N1 2.2388 -0.9645 -1.6023
O1 2.0183 -0.5448 -2.9430
B1 2.0153 1.0760 -3.1050
F1 1.7591 1.2238 -4.4336
F2 3.2611 1.4534 -2.6867
O2 0.9365 1.6413 -2.3085
N2 1.3060 1.7219 -0.9789
C3 1.7776 2.8450 -0.6112
C4 1.8648 4.0467 -1.4822
C5 2.5081 2.7894 0.6840
N3 2.6616 1.5779 1.0683
O3 3.5045 1.3123 2.0994
B2 4.0228 -0.0429 1.7849
F3 4.5153 -0.0503 0.4876
F4 4.8627 -0.4945 2.7351
O4 2.6917 -0.9104 1.7713
N4 2.3500 -1.7354 0.6600
C6 3.3429 -2.2527 -0.1060
C7 4.5243 -2.9641 0.4486
C8 3.1707 3.9698 1.2972
H1 3.6629 -3.2103 -3.0926
H2 5.0246 -2.6807 -2.1197
H3 4.2651 -1.5568 -3.2530
H4 2.6344 3.8814 -2.2396
H5 2.1208 4.9313 -0.9080
H6 0.9217 4.1998 -2.0052
H7 4.3686 -3.1703 1.5057
H8 5.4269 -2.3585 0.3479
H9 4.6874 -3.9106 -0.0695
H10 4.0203 4.2784 0.6839
H11 3.5334 3.7170 2.2890
H12 2.4821 4.8123 1.3577
C9 -4.5162 1.6918 3.0825
Si1 -3.1595 2.9724 3.1876
C10 -3.3182 3.9265 4.7813
C11 -3.2118 4.1942 1.7676
C12 -1.4653 2.1055 3.2444
C13 -0.6995 2.1382 4.3983
C14 0.4840 1.4182 4.4839
C15 0.9162 0.7289 3.3789
N5 0.2514 0.7260 2.2049
C16 -0.9257 1.3606 2.1732
S1 -1.8935 1.2181 0.7048
H13 -5.4985 2.1682 3.0706
H14 -4.4792 1.0260 3.9472
H15 -4.4202 1.0899 2.1794
H16 -4.2594 4.4813 4.7511
H17 -2.5165 4.6557 4.9128
H18 -3.3530 3.2849 5.6643
H19 -4.0344 4.8943 1.9356
H20 -3.3709 3.7351 0.7923
H21 -2.2927 4.7822 1.7210
H22 -1.0439 2.7026 5.2574
H23 1.0671 1.3862 5.3932
H24 1.8249 0.1552 3.4136
C17 -4.5695 -0.5852 -0.3681
Si2 -3.1099 -0.7620 -1.5173
C18 -3.1535 0.7414 -2.6193
C19 -3.1400 -2.3779 -2.4368
As1 -1.1245 -0.7357 -0.1333
Si3 -1.4291 -2.5537 1.4206
C20 -0.4819 -2.2715 2.9934
C21 -0.6667 -3.9215 0.4018
C22 -3.1972 -2.9734 1.8263
Si4 1.0996 -1.5907 -4.0734
C23 -0.4269 -0.6361 -4.4804
C24 0.6850 -3.1124 -3.0969
C25 2.2058 -1.8687 -5.5234
H25 -5.4624 -0.9067 -0.9127
H26 -4.7070 0.4649 -0.1055
H27 -4.5101 -1.1647 0.5487
H28 -4.2054 0.9979 -2.7715
H29 -2.7071 0.5993 -3.5998
H30 -2.6747 1.5997 -2.1440
H31 -4.0242 -2.4140 -3.0780
H32 -3.1945 -3.2307 -1.7573
H33 -2.2646 -2.4973 -3.0760
H34 0.5708 -2.0510 2.8173
H35 -0.5407 -3.1969 3.5740
H36 -0.9213 -1.4744 3.5962
H37 0.3862 -3.7156 0.2006
H38 -1.1853 -4.0779 -0.5462
H39 -0.7205 -4.8604 0.9598
H40 -3.7085 -2.1779 2.3699
H41 -3.1714 -3.8496 2.4815
H42 -3.7867 -3.2406 0.9492
H43 -0.6685 0.0029 -3.6308
H44 -1.2673 -1.3073 -4.6711
H45 -0.2830 0.0041 -5.3490
H46 0.1349 -2.8549 -2.1916
H47 1.5444 -3.7116 -2.8035
H48 0.0413 -3.7484 -3.7112
H49 2.6365 -0.9204 -5.8502
H50 1.6151 -2.2622 -6.3539
H51 3.0141 -2.5701 -5.3232

***

# 3
DFT (ωB97M-V/def2-TZVPD) results for 9 unconnected molecules or ions with the total composition C25H51Br20NOP.

Values from the calculation:
Orbital gap = 6.74 eV
DFT total energy = -1440418.7157 eV
HOMO level = -9.431 eV
Total charge = +1

Geometry (Å):
C1 -2.7733 -3.7052 4.2223
C2 -2.5626 -3.6652 3.0405
P1 -2.0871 -3.5064 1.3535
C3 -1.9598 -1.7030 1.0782
C4 -2.0125 -1.3629 -0.4435
O1 -3.0580 -2.1123 -1.0417
C5 -2.1941 0.1709 -0.5848
N1 -1.0791 0.7516 -1.3515
H1 -2.8706 -3.3995 5.2464
H2 -3.0257 -4.0463 0.4997
H3 -0.8059 -4.0619 1.2688
H4 -1.0446 -1.3538 1.5667
H5 -2.8551 -1.2759 1.5505
H6 -1.0418 -1.6483 -0.8579
H7 -3.8511 -1.5684 -1.0931
H8 -2.2188 0.6114 0.4229
H9 -3.1289 0.4287 -1.0957
H10 -0.4321 1.2347 -0.7307
H11 -1.4584 1.4794 -1.9503
Br1 1.1766 2.6120 0.4428
C6 0.2349 4.3038 0.6819
C7 0.6331 5.3084 -0.3653
Br2 2.3790 6.0677 0.0137
H12 0.4432 4.6383 1.6932
H13 -0.8217 4.0572 0.5939
H14 -0.0542 6.1521 -0.3619
H15 0.6799 4.8867 -1.3648
Br3 -2.3369 -6.2452 1.0746
C8 -3.7594 -7.4409 1.6974
C9 -3.1953 -8.6803 2.3357
Br4 -2.5405 -9.9246 1.0021
H16 -4.3866 -7.6505 0.8369
H17 -4.3239 -6.8559 2.4218
H18 -3.9765 -9.2162 2.8726
H19 -2.3703 -8.4757 3.0110
Br5 2.9684 10.1662 1.4779
C10 4.1922 9.8110 -0.0530
C11 3.8371 10.7064 -1.2098
Br6 2.2469 10.0830 -2.1441
H20 4.1280 8.7613 -0.3138
H21 5.1945 10.0362 0.2979
H22 4.6289 10.6920 -1.9563
H23 3.6429 11.7314 -0.9105
Br7 4.5256 8.1316 2.1839
C12 5.5387 7.9093 3.8474
C13 5.4867 6.4944 4.3663
Br8 3.7729 6.1052 5.2039
H24 5.1360 8.6343 4.5486
H25 6.5626 8.1808 3.5957
H26 6.2271 6.3430 5.1503
H27 5.6314 5.7539 3.5869
Br9 -2.0821 1.7143 -4.7052
C14 -1.0672 0.6101 -5.9417
C15 0.0615 -0.0958 -5.2391
Br10 1.5464 1.1085 -4.8745
H28 -0.7335 1.2600 -6.7441
H29 -1.7807 -0.1103 -6.3359
H30 0.4753 -0.8768 -5.8744
H31 -0.2380 -0.5233 -4.2857
Br11 -5.0546 -12.3199 2.8246
C16 -4.9695 -14.0837 2.0069
C17 -4.5074 -14.0041 0.5762
Br12 -5.9243 -13.3805 -0.5990
H32 -5.9545 -14.5281 2.1146
H33 -4.2556 -14.6417 2.6101
H34 -4.2445 -14.9933 0.2058
H35 -3.6654 -13.3330 0.4385
Br13 -1.9190 14.1711 -3.4000
C18 -0.9070 13.1414 -4.7040
C19 0.2496 12.4213 -4.0635
Br14 1.7214 13.6308 -3.6800
H36 -0.5973 13.8334 -5.4805
H37 -1.6173 12.4284 -5.1176
H38 0.6616 11.6792 -4.7447
H39 -0.0145 11.9413 -3.1268
Br15 7.4413 11.1091 2.2567
C20 8.3692 9.5235 1.6140
C21 9.2203 9.8308 0.4120
Br16 8.1369 10.0172 -1.1947
H40 7.6091 8.7720 1.4129
H41 8.9881 9.1972 2.4479
H42 9.9000 9.0070 0.2046
H43 9.7886 10.7491 0.5186
Br17 1.0250 -3.0125 -0.7907
C22 2.3057 -1.7719 -1.5904
C23 2.4995 -2.0550 -3.0533
Br18 3.6231 -3.6165 -3.3339
H44 3.2220 -1.8533 -1.0150
H45 1.8734 -0.7825 -1.4452
H46 3.0251 -1.2313 -3.5304
H47 1.5664 -2.2391 -3.5769
Br19 -7.0814 -16.0364 4.4822
C24 -6.9995 -17.8017 3.6662
C25 -6.5387 -17.7254 2.2352
Br20 -7.9557 -17.0969 1.0596
H48 -7.9845 -18.2442 3.7735
H49 -6.2861 -18.3618 4.2672
H50 -6.2780 -18.7146 1.8650
H51 -5.6948 -17.0566 2.0979

***

# 4
DFT (ωB97M-V/def2-TZVPD) results for a molecular structure, C25H51Cl46GaO2P.

Values from the calculation:
Orbital gap = 5.40 eV
DFT total energy = -668543.8648 eV
HOMO level = -3.937 eV
Total charge = -1

Geometry (Å):
C1 0.7434 -3.0256 5.0226
C2 0.4036 -1.5522 4.7763
Cl1 1.8281 -0.5453 4.3084
C3 -0.8262 -1.0698 4.8844
Cl2 -1.0455 0.6605 4.5176
Ga1 -2.3471 -2.3538 5.4576
P1 -4.4529 -1.8884 4.4957
O1 -4.7560 -2.9527 3.1598
O2 -5.5743 -2.4281 5.6824
H1 0.2880 -3.3986 5.9507
H2 0.3098 -3.6125 4.1991
H3 1.8268 -3.1874 5.1048
H4 -1.9400 -3.8690 5.1203
H5 -2.5411 -2.1947 7.0445
H6 -3.9771 -3.4850 2.9378
H7 -5.1591 -3.2242 6.0555
C4 5.1136 -2.4226 3.1152
Cl3 6.2270 -2.6553 4.4742
Cl4 4.4321 -3.9530 2.5518
H8 4.3020 -1.7777 3.4367
H9 5.6557 -1.9578 2.2987
C5 -3.2714 -0.0824 0.9531
Cl5 -4.1306 -1.0458 2.1740
Cl6 -4.3847 0.6952 -0.1956
H10 -2.6981 0.6917 1.4578
H11 -2.6071 -0.7385 0.4059
C6 1.0954 -2.2959 1.3327
Cl7 -0.5394 -1.9206 0.7946
Cl8 1.3785 -4.0388 1.4417
H12 1.8002 -1.8728 0.6236
H13 1.2390 -1.8558 2.3145
C7 -4.6855 0.8851 -3.8151
Cl9 -3.3656 1.9413 -4.3452
Cl10 -6.1525 1.1592 -4.7622
H14 -4.3777 -0.1490 -3.9346
H15 -4.8986 1.0895 -2.7728
C8 -4.7520 4.5964 0.8728
Cl11 -3.9947 3.8553 2.2917
Cl12 -3.9978 4.0457 -0.6257
H16 -5.8055 4.3133 0.8471
H17 -4.6536 5.6729 0.9454
C9 -8.5604 -0.5772 -1.9884
Cl13 -6.9510 -0.3423 -1.2988
Cl14 -8.9767 0.7178 -3.1239
H18 -8.5772 -1.5241 -2.5178
H19 -9.2913 -0.5871 -1.1865
C10 6.0904 1.0371 4.0303
Cl15 4.3473 0.7442 3.9961
Cl16 6.8409 0.5528 2.5021
H20 6.2701 2.0940 4.1906
H21 6.5281 0.4596 4.8363
C11 -8.3844 3.1891 -0.5998
Cl17 -7.6552 4.7246 -0.1040
Cl18 -9.7637 2.7657 0.4220
H22 -8.7216 3.2768 -1.6262
H23 -7.6356 2.4058 -0.5196
C12 8.8871 1.7525 -0.4803
Cl19 10.4681 1.9248 -1.2552
Cl20 8.4836 0.0491 -0.2212
H24 8.9066 2.2602 0.4789
H25 8.1341 2.1982 -1.1185
C13 10.1365 -0.7650 3.9370
Cl21 9.1358 0.4101 4.7973
Cl22 11.8566 -0.5349 4.2760
H26 9.8488 -1.7623 4.2480
H27 9.9707 -0.6468 2.8715
C14 -0.5994 -0.3628 -4.9407
Cl23 0.5347 -0.6531 -3.6166
Cl24 -1.3895 -1.8603 -5.4561
H28 -1.3584 0.3365 -4.6058
H29 -0.0563 0.0534 -5.7827
C15 4.7580 5.4277 4.4766
Cl25 6.3565 5.6448 3.7439
Cl26 4.3979 3.7180 4.7389
H30 4.7373 5.9432 5.4309
H31 4.0097 5.8455 3.8153
C16 12.0783 -3.7959 2.2517
Cl27 11.6862 -3.6955 3.9744
Cl28 11.0472 -2.7418 1.2759
H32 13.1122 -3.4981 2.1120
H33 11.9387 -4.8199 1.9223
C17 1.6468 6.8433 6.0461
Cl29 1.4434 6.0487 4.4832
Cl30 2.8085 8.1774 5.9542
H34 0.6879 7.2364 6.3657
H35 2.0071 6.1140 6.7644
C18 -1.9693 7.6806 -0.1707
Cl31 -1.4415 6.4004 0.9238
Cl32 -3.7296 7.6966 -0.3471
H36 -1.6504 8.6373 0.2289
H37 -1.5229 7.5164 -1.1457
C19 -5.7369 -0.4175 -8.6208
Cl33 -4.5996 -0.7163 -7.3085
Cl34 -6.5333 -1.9095 -9.1457
H38 -6.4936 0.2799 -8.2761
H39 -5.1983 0.0050 -9.4620
C20 -8.4689 -4.9874 -10.6741
Cl35 -10.2251 -5.2020 -10.6492
Cl36 -7.7756 -5.5206 -12.2085
H40 -8.2436 -3.9356 -10.5334
H41 -8.0335 -5.5707 -9.8701
C21 8.0555 2.6793 -4.4888
Cl37 7.7511 1.1288 -3.6982
Cl38 7.4115 4.0238 -3.5398
H42 9.1267 2.8100 -4.6020
H43 7.5768 2.6760 -5.4622
C22 -13.3956 -6.8027 -10.9408
Cl39 -14.0299 -7.3915 -12.4825
Cl40 -13.7985 -7.9004 -9.6156
H44 -12.3163 -6.7226 -11.0137
H45 -13.8270 -5.8291 -10.7331
C23 10.7821 -7.8928 0.8274
Cl41 12.3813 -7.6294 1.5379
Cl42 10.3407 -6.5901 -0.2810
H46 10.7932 -8.8292 0.2804
H47 10.0483 -7.9368 1.6251
C24 -8.2047 3.1040 3.9369
Cl43 -6.6135 3.2703 3.1826
Cl44 -8.6368 1.4070 4.1758
H48 -8.1865 3.5999 4.9018
H49 -8.9477 3.5668 3.2944
C25 4.9217 1.4086 -0.8621
Cl45 5.6703 2.9252 -0.3380
Cl46 3.5147 1.0064 0.1267
H50 4.6078 1.5136 -1.8954
H51 5.6533 0.6111 -0.7741

***

# 5
DFT (ωB97M-V/def2-TZVPD) results for 3 unconnected molecules or ions with the total composition C25H51N3O3PS2.

Values from the calculation:
Orbital gap = 6.40 eV
DFT total energy = -68320.6630 eV
HOMO level = -4.140 eV
Total charge = -1

Geometry (Å):
C1 7.6237 -3.6685 1.4905
C2 6.6663 -2.4582 1.4641
C3 5.1935 -2.8252 1.7007
C4 4.4271 -3.0472 0.3904
C5 3.8689 -1.7258 -0.1575
C6 2.6778 -1.1896 0.6665
P1 1.0276 -0.8580 -0.2622
C7 1.2253 -2.4732 -1.3288
C8 -0.1224 -3.1107 -1.6793
C9 -0.8350 -3.8275 -0.5201
C10 -2.0242 -3.0747 0.0527
N1 -2.9885 -4.0279 0.6753
C11 -3.8766 -4.6286 -0.3228
C12 -3.7589 -3.3844 1.6858
C13 -3.7257 -4.0068 3.0503
O1 -4.3941 -2.3903 1.4914
C14 1.8435 0.3030 -1.6214
C15 2.3589 1.6598 -1.2537
C16 3.4795 1.8560 -0.2685
N2 1.8775 2.7363 -1.7343
C17 0.5245 0.6685 0.8384
C18 0.8618 0.8312 2.1811
C19 0.3670 1.9281 2.8813
C20 -0.4523 2.8477 2.2307
N3 -0.8051 2.7204 0.9498
C21 -0.3274 1.6541 0.3055
H1 8.5111 -3.4690 2.0853
H2 7.9360 -3.9403 0.4841
H3 7.1407 -4.5470 1.9136
H4 6.9878 -1.7586 2.2338
H5 6.7694 -1.9490 0.5080
H6 4.7304 -2.0181 2.2681
H7 5.1523 -3.7080 2.3387
H8 5.1538 -3.4293 -0.3318
H9 3.6241 -3.7684 0.5244
H10 4.7027 -1.0201 -0.0922
H11 3.6545 -1.8322 -1.2166
H12 2.4292 -1.9540 1.4078
H13 3.0316 -0.3406 1.2462
H14 -0.2680 -0.6598 -0.9316
H15 0.3284 -1.6886 0.7446
H16 1.7468 -2.2806 -2.2676
H17 1.7741 -3.2196 -0.7502
H18 -0.8027 -2.3646 -2.0968
H19 0.0444 -3.8442 -2.4718
H20 -1.2004 -4.7974 -0.8618
H21 -0.1315 -4.0201 0.2892
H22 -2.5398 -2.4876 -0.7118
H23 -1.7202 -2.3684 0.8203
H24 -4.2019 -5.6218 -0.0130
H25 -3.3203 -4.7560 -1.2467
H26 -4.7481 -4.0027 -0.5230
H27 -3.3106 -5.0089 3.0256
H28 -4.7238 -4.0201 3.4761
H29 -3.0852 -3.3915 3.6796
H30 2.6278 -0.2153 -2.1777
H31 1.0404 0.4705 -2.3411
H32 3.0846 2.1770 0.6924
H33 4.0967 2.6706 -0.6434
H34 4.1076 0.9842 -0.1425
H35 1.1243 2.5322 -2.3919
H36 1.4885 0.0936 2.6640
H37 0.6020 2.0720 3.9289
H38 -0.8321 3.7042 2.7735
H39 -0.6327 1.5505 -0.7300
C22 -2.5242 5.6668 -2.1033
S1 -1.0956 5.0494 -2.9950
O2 -1.2562 3.5731 -3.0838
C23 0.0847 5.3846 -1.6820
H40 -3.4065 5.5276 -2.7192
H41 -2.6300 5.1072 -1.1731
H42 -2.3955 6.7294 -1.8962
H43 -0.2275 4.8663 -0.7739
H44 0.1347 6.4628 -1.5184
H45 1.0580 5.0055 -1.9875
C24 -5.9565 4.3503 0.0523
S2 -6.3219 4.6821 -1.6732
O3 -5.6509 5.9617 -2.0249
C25 -8.0622 5.0693 -1.4396
H46 -4.8951 4.1221 0.1275
H47 -6.1923 5.2316 0.6493
H48 -6.5372 3.4902 0.3848
H49 -8.1592 5.9000 -0.7404
H50 -8.5813 4.1874 -1.0643
H51 -8.4703 5.3511 -2.4077